(1)
ORCA calculation (the ωB97M-V functional and the def2-TZVPD basis) on an isolated molecule of C4H4Si in a non-equilibrium geometry.

```
9
Properties=species:S:1:pos:R:3:forces:R:3
C -0.593864 -3.507438 -0.289864 -0.5 -0.5 -0.6
C -0.515359 -2.316896 -0.228417 2.6 6.7 0.8
C -0.021914 -0.647225 -0.055359 -2.6 -6.9 -0.7
C 0.037709 0.540927 0.098710 0.4 0.4 1.0
Si 0.389930 2.326407 0.375364 -2.2 -1.3 -4.0
H -0.836142 -4.513264 -0.569395 0.2 0.2 0.4
H -0.528273 3.006255 1.235115 -0.6 0.3 0.4
H 0.382610 2.561848 -1.197344 -0.4 0.7 1.6
H 1.685304 2.549385 0.631189 3.2 0.4 1.2
```
Positions in Å, forces in eV/Å.

Calculated values
highest occupied orbital energy = -10.126 eV
LUMO = 0.838 eV

Löwdin population analysis, charges in e, atoms 1 to 4: C 0.03; C -0.06; C -0.04; C -0.32

(2)
ORCA calculation (the ωB97M-V functional and the def2-TZVPD basis) on a structure of composition C4H5AgO3 in a non-equilibrium geometry.

```
13
Properties=species:S:1:pos:R:3:forces:R:3
O 1.131015 -0.750974 -1.636818 2.3 2.3 -1.8
C 1.392665 0.535558 -1.693636 0.2 -2.0 -1.2
C 0.693356 1.453812 -0.969670 -1.7 0.3 1.7
O -0.353043 0.984747 -0.214693 0.9 2.7 -0.4
C -0.390854 1.178257 1.429311 0.0 0.3 0.4
C -1.063783 0.026998 2.021175 -0.5 -0.6 -1.3
O -0.920678 -1.161236 1.440876 -0.9 0.5 3.5
Ag -0.333484 -1.105478 -0.393709 -0.7 -3.0 -0.8
H 2.183651 0.879273 -2.373762 -0.2 -0.2 0.2
H 0.863325 2.530673 -0.993476 0.3 -0.3 0.2
H -0.950889 2.113437 1.553991 0.5 -0.2 0.3
H 0.682126 1.240732 1.681659 -0.3 0.1 -0.6
H -1.905496 0.163858 2.711677 0.2 0.0 -0.3
```
Positions in Å, forces in eV/Å.

Calculated values
highest occupied orbital energy (alpha / beta) = -6.366 / -8.273 eV
multiplicity = 3
expectation value of S² = 2.016
LUMO (alpha / beta) = 0.612 / -2.306 eV

Löwdin population analysis, charges in e, atoms 1 to 4: O -0.20; C -0.23; C -0.13; O -0.24

(3)
ORCA calculation (the ωB97M-V functional and the def2-TZVPD basis) on a structure of composition C4H5AlLiO2 in a non-equilibrium geometry.

```
13
Properties=species:S:1:pos:R:3:forces:R:3
H -2.683612 -1.189465 1.036973 -0.3 -0.2 0.1
C -0.968196 0.466704 -0.306658 -0.4 -0.2 6.4
C -0.451243 -0.947133 -0.425544 -1.3 -0.7 -0.2
C 1.044235 -0.798626 -0.725871 0.5 0.4 0.0
C 1.284896 0.692144 -0.696650 -6.7 -4.6 -0.4
O -1.460828 1.005756 0.677956 -0.1 -1.3 -3.4
O -0.097263 1.267142 -0.990120 4.6 1.9 -1.6
Li -0.125678 3.163536 -1.412259 -1.1 0.4 -0.1
Al 2.432930 1.963159 -0.885581 4.4 3.7 -0.5
H -1.029725 -1.492777 -1.180354 0.4 0.0 0.0
H -0.626404 -1.471650 0.525064 0.0 0.4 -0.3
H 1.282948 -1.221966 -1.717907 0.1 0.2 0.2
H 1.681395 -1.316497 0.005369 -0.1 0.1 -0.2
```
Positions in Å, forces in eV/Å.

Calculated values
net charge = +2
highest occupied orbital energy (alpha / beta) = -16.467 / -18.409 eV
multiplicity = 2
expectation value of S² = 1.571
LUMO (alpha / beta) = -11.443 / -12.575 eV

Löwdin population analysis, charges in e, atoms 1 to 4: H 0.18; C -0.42; C -0.07; C -0.11

(4)
ORCA calculation (the ωB97M-V functional and the def2-TZVPD basis) on a structure of composition C4H5AuLiO in a non-equilibrium geometry.

```
12
Properties=species:S:1:pos:R:3:forces:R:3
C 1.725147 -0.630156 -0.044188 1.9 1.0 -1.3
C 0.549288 -0.881481 0.496826 -3.9 -1.8 1.5
C -0.624645 -1.267553 0.951807 1.8 0.4 -0.5
H 2.243764 0.311001 0.164298 0.2 -0.3 0.3
H 2.245592 -1.389766 -0.633283 0.0 0.1 0.0
H -1.511070 -1.243801 0.312388 0.2 -0.2 0.1
H -0.734311 -1.636047 1.973854 0.0 0.1 0.0
O -0.834311 1.256761 -1.083793 -4.4 2.2 0.1
C -0.982209 1.553600 0.154011 3.7 -0.2 2.3
Au 0.453934 0.422218 -2.066116 4.0 -2.7 -2.6
Li -2.532432 1.801081 -0.890814 -2.0 0.7 -0.8
H 0.001254 1.704143 0.665009 -1.4 0.7 0.9
```
Positions in Å, forces in eV/Å.

Calculated values
net charge = +2
highest occupied orbital energy (alpha / beta) = -16.008 / -19.350 eV
multiplicity = 4
expectation value of S² = 3.768
LUMO (alpha / beta) = -10.176 / -12.979 eV

Löwdin population analysis, charges in e, atoms 1 to 4: C 0.07; C -0.09; C 0.14; H 0.12

(5)
ORCA calculation (the ωB97M-V functional and the def2-TZVPD basis) on a structure of composition C4H5B3F15O2Sn in a non-equilibrium geometry.

```
30
Properties=species:S:1:pos:R:3:forces:R:3
Sn -1.311533 1.198150 0.005276 -0.8 -0.3 0.9
B 0.288544 1.135012 2.885696 -0.2 -0.3 1.0
F 0.953738 0.727221 1.711099 0.5 0.4 -1.3
F -0.676192 0.133881 3.039215 -0.8 0.0 0.1
F 1.145046 1.162375 3.972466 -0.1 0.3 -0.3
F -0.328559 2.374058 2.616102 0.2 -0.2 -0.3
B -3.875080 2.926426 0.952200 -2.1 1.8 -0.6
F -4.743581 1.874106 0.739806 0.5 -0.4 -0.1
F -2.898460 2.640533 1.869615 1.0 -0.8 0.4
F -3.164598 3.237609 -0.279898 0.9 -1.0 -0.4
F -4.612642 4.084094 1.272621 0.5 -0.5 0.1
B -2.917893 -1.398067 -1.638575 -1.5 -1.7 -0.8
F -2.585796 -1.358730 -0.276614 0.8 0.9 1.1
F -2.402033 -2.556602 -2.211498 0.5 0.2 0.0
F -4.313626 -1.456647 -1.776745 0.6 0.6 0.1
F -2.350714 -0.253090 -2.231890 0.5 1.0 0.2
C 1.539656 -2.817655 -0.073678 0.2 0.3 0.1
C 2.464001 -1.748224 0.536467 -2.4 -0.1 -0.4
O 3.067677 -1.038408 -0.561025 1.2 0.8 -0.9
C 2.440455 -0.055818 -1.185968 -0.1 -1.0 1.1
O 1.318447 0.300135 -0.970307 -0.9 0.5 -0.2
C 3.298814 0.656121 -2.250228 0.7 -0.3 0.3
F 3.194564 1.974858 -2.125604 -0.3 0.2 0.0
F 4.585013 0.342145 -2.073700 0.1 0.0 -0.3
F 2.937212 0.320832 -3.490198 -0.1 -0.1 0.1
H 2.154569 -3.468115 -0.694388 -0.3 -0.4 0.1
H 0.755183 -2.387872 -0.698797 0.3 0.3 -0.1
H 0.957444 -3.340208 0.685368 0.5 -0.3 0.2
H 3.235812 -2.171071 1.170604 0.3 0.2 -0.3
H 1.844532 -1.037049 1.082577 0.3 0.0 0.2
```
Positions in Å, forces in eV/Å.

Calculated values
net charge = -1
highest occupied orbital energy = -9.484 eV
LUMO = -0.027 eV

Löwdin population analysis, charges in e, atoms 1 to 4: Sn 2.00; B -1.34; F 0.03; F 0.10

(6)
ORCA calculation (the ωB97M-V functional and the def2-TZVPD basis) on a cluster of 3 separate species, C4H5Br2Cl in total in a non-equilibrium geometry.

```
12
Properties=species:S:1:pos:R:3:forces:R:3
C 2.295330 -0.619131 -2.089679 1.1 0.9 -0.3
C 1.969351 -1.250045 -1.136086 -0.6 -1.0 0.3
C 0.203201 0.718177 1.589060 -1.4 -0.5 1.8
C -0.557163 1.071277 0.566200 1.1 0.8 -0.2
Cl 1.443212 -2.388650 -0.101045 -0.3 -0.2 0.6
Br -4.426929 -0.882993 -0.106959 -0.5 0.2 0.0
Br -0.279050 2.784575 -0.249587 0.0 -0.2 0.0
H 2.978276 -0.042935 -2.654487 -0.2 0.3 -0.6
H -3.087349 -1.281645 -0.050946 0.5 -0.2 0.0
H -0.080228 -0.209771 2.250873 1.0 1.8 -1.6
H 0.818981 1.546231 1.991732 0.0 -1.1 0.0
H -1.277631 0.554912 -0.009072 -0.6 -0.8 0.0
```
Positions in Å, forces in eV/Å.

Calculated values
highest occupied orbital energy = -9.665 eV
LUMO = 0.368 eV

Löwdin population analysis, charges in e, atoms 1 to 4: C 0.03; C -0.75; C -0.13; C -0.65

(7)
ORCA calculation (the ωB97M-V functional and the def2-TZVPD basis) on an isolated molecule of C4H5Br2NO3 in a non-equilibrium geometry.

```
15
Properties=species:S:1:pos:R:3:forces:R:3
C 0.434134 0.476578 0.085003 -0.5 -0.2 0.6
C 0.058154 -0.741804 -0.268718 -0.4 -0.2 0.2
C -0.483255 1.444148 0.765854 -1.8 -0.2 0.9
C 0.972251 -1.813493 -0.794810 -2.4 -2.5 0.8
N -1.693290 1.945153 -0.162548 1.1 0.5 -0.4
O -1.518360 1.852940 -1.350147 0.4 -0.2 -0.4
O -2.690480 2.419990 0.327903 0.5 -0.3 0.9
O 1.930002 -2.201501 0.138547 1.0 0.0 2.4
Br 2.278808 1.026720 0.009858 -0.8 -0.2 -0.2
Br -1.779742 -1.225393 0.071653 0.7 0.0 -0.3
H -1.123910 1.106455 1.671985 1.6 0.2 -1.4
H 0.211795 2.225825 1.022335 -0.8 1.1 0.2
H 1.464697 -1.401094 -1.669356 0.2 -0.5 -0.3
H 0.340856 -2.812611 -0.939605 1.0 2.4 -0.7
H 1.598333 -2.301911 1.092047 0.3 0.3 -2.4
```
Positions in Å, forces in eV/Å.

Calculated values
highest occupied orbital energy = -9.867 eV
LUMO = 0.037 eV

Löwdin population analysis, charges in e, atoms 1 to 4: C -0.70; C -0.65; C -0.14; C -0.34

(8)
ORCA calculation (the ωB97M-V functional and the def2-TZVPD basis) on a structure of composition C4H5Br3 in a non-equilibrium geometry.

```
12
Properties=species:S:1:pos:R:3:forces:R:3
C 0.005214 0.495584 -0.274209 -0.1 0.6 -1.5
C 1.088180 -0.246955 0.450522 -1.0 1.1 0.5
C -0.193924 0.087088 1.101241 0.1 -4.0 -3.4
C -0.703232 -0.142294 -1.474783 1.0 -2.9 1.6
Br 2.696582 0.642326 1.095824 0.0 0.2 0.2
Br -0.173598 1.286628 2.662669 0.1 3.0 4.1
Br -1.440425 -1.321273 1.545649 0.1 0.3 0.3
H 0.006549 1.601938 -0.375000 0.6 -0.5 0.1
H 1.263940 -1.263281 0.229638 0.4 -0.8 -0.5
H -0.619462 -1.349307 -1.319983 -0.1 2.8 -0.7
H -0.171528 0.164197 -2.420230 -1.4 -0.2 0.8
H -1.758297 0.045348 -1.221337 0.1 0.3 -1.4
```
Positions in Å, forces in eV/Å.

Calculated values
highest occupied orbital energy (alpha / beta) = -5.652 / -9.848 eV
multiplicity = 3
expectation value of S² = 2.007
LUMO (alpha / beta) = 0.493 / -4.128 eV

Löwdin population analysis, charges in e, atoms 1 to 4: C -0.46; C -0.72; C -1.29; C -0.08

(9)
ORCA calculation (the ωB97M-V functional and the def2-TZVPD basis) on a structure of composition C4H5Br6CaO2Rb in a non-equilibrium geometry.

```
19
Properties=species:S:1:pos:R:3:forces:R:3
Rb -11.549432 31.535529 0.024784 -0.1 -0.3 -0.1
Ca -7.216473 36.473547 0.491846 0.6 -0.1 -0.8
C -5.208322 32.622498 -4.547552 -0.6 0.4 -1.1
C -5.819160 33.595894 -3.560492 2.0 0.8 -0.4
O -6.671398 33.196387 -2.790909 -1.9 -0.6 1.6
O -5.455443 34.823311 -3.518092 0.0 -0.2 0.1
H -5.471957 33.008566 -5.532202 -0.3 0.0 -0.2
H -5.757267 31.690880 -4.410221 0.4 -0.1 0.0
H -4.135561 32.493321 -4.691071 0.0 0.1 1.0
C -1.135805 40.479842 -3.550531 0.7 1.0 -0.7
Br -1.804416 41.470912 -1.930261 0.8 -0.6 -1.2
Br 0.799416 39.913626 -3.563807 -1.7 0.3 0.6
Br -1.270267 41.554910 -5.274689 -0.4 -0.8 1.6
H -1.826049 39.637267 -3.592084 0.6 0.1 -0.3
C -0.362328 28.121952 -10.450085 1.6 -0.5 -0.1
Br -0.278170 29.730356 -9.294737 0.0 -1.3 -0.5
Br 0.070972 26.292195 -9.554211 -0.6 2.2 -0.7
Br 0.977771 28.364682 -11.975723 -1.4 -0.3 1.3
H -1.377639 28.054509 -10.840864 0.4 -0.1 0.0
```
Positions in Å, forces in eV/Å.

Calculated values
net charge = +2
highest occupied orbital energy = -12.211 eV
LUMO = -9.920 eV

Löwdin population analysis, charges in e, atoms 1 to 4: Rb 0.96; Ca 1.50; C 0.01; C -0.74

(10)
ORCA calculation (the ωB97M-V functional and the def2-TZVPD basis) on an isolated molecule of C4H5BrN2 in a non-equilibrium geometry.

```
12
Properties=species:S:1:pos:R:3:forces:R:3
C -0.531275 1.350444 -0.118152 -0.1 0.8 1.6
C 0.922266 1.269012 0.242866 0.3 -1.6 -0.1
C -1.334683 -0.809274 -0.372864 -1.6 -3.6 -2.0
C -0.584976 -1.684205 0.249139 1.4 2.1 1.2
N -1.445416 0.496116 -0.337322 0.6 4.3 0.9
N 1.380704 0.091174 0.027242 1.5 1.3 -0.6
Br 3.270716 -0.214182 -0.150013 -0.6 0.5 0.6
H -0.832455 2.379857 -0.022048 -0.5 0.5 -0.4
H 1.432585 2.169454 0.685956 -0.3 -0.8 -0.9
H -2.095810 -1.133275 -1.074564 0.1 -0.8 -0.2
H 0.163242 -1.274499 0.892026 -0.1 -0.2 0.7
H -0.344898 -2.640620 -0.022269 -0.6 -2.6 -0.7
```
Positions in Å, forces in eV/Å.

Calculated values
highest occupied orbital energy = -8.850 eV
LUMO = -0.858 eV

Löwdin population analysis, charges in e, atoms 1 to 4: C -0.13; C -0.22; C -0.29; C 0.05

(11)
ORCA calculation (the ωB97M-V functional and the def2-TZVPD basis) on an isolated molecule of C4H5Cl in a non-equilibrium geometry.

```
10
Properties=species:S:1:pos:R:3:forces:R:3
C -0.043374 0.656102 -0.391998 -0.7 -2.4 3.4
C -0.485677 1.830763 -0.387311 -0.9 2.0 0.5
C -0.950828 1.175491 0.897149 4.8 2.0 -1.7
C 0.664880 -0.593823 -0.727911 -0.6 0.8 -1.5
Cl -0.522298 3.341518 -1.239697 0.0 -0.5 0.2
H -1.876692 0.818088 0.921361 -3.9 -1.3 0.2
H -0.504691 1.490214 1.870960 -0.1 -0.5 -1.0
H 1.488705 -0.107482 -1.254924 0.3 -1.4 -0.9
H -0.012728 -1.320936 -1.235721 0.6 1.0 -0.7
H 1.028113 -1.272848 0.002722 0.5 0.4 1.6
```
Positions in Å, forces in eV/Å.

Calculated values
highest occupied orbital energy = -9.353 eV
LUMO = 0.867 eV

Löwdin population analysis, charges in e, atoms 1 to 4: C -0.20; C -0.69; C -0.03; C -0.05

(12)
ORCA calculation (the ωB97M-V functional and the def2-TZVPD basis) on an isolated molecule of C4H5Cl in a non-equilibrium geometry.

```
10
Properties=species:S:1:pos:R:3:forces:R:3
C 0.012551 -0.175053 -0.044010 5.0 0.1 0.4
C 1.373634 0.095416 0.012828 -5.8 -0.8 -0.8
C 0.490036 1.162718 -0.532521 -0.8 2.6 0.2
C -1.171070 -1.014422 0.315429 1.7 1.0 2.8
Cl 2.947487 -0.337450 0.299638 0.6 -0.2 0.3
H 0.509512 1.611885 -1.595902 -0.1 -1.4 1.2
H 0.151217 1.995928 0.173803 0.8 -0.6 -0.8
H -0.759337 -1.854581 1.046752 -1.4 1.2 -2.2
H -1.694737 -1.116887 -0.600576 -0.6 -1.5 -0.7
H -1.859289 -0.367553 0.924558 0.6 -0.5 -0.3
```
Positions in Å, forces in eV/Å.

Calculated values
highest occupied orbital energy = -8.363 eV
LUMO = 0.857 eV

Löwdin population analysis, charges in e, atoms 1 to 4: C -0.23; C -0.70; C -0.17; C -0.06

- What is the formula in the fourth record?
  C4H5AuLiO